Below is a structure of composition C5H5NO2S2, with properties calculated with ωB97M-V/def2-TZVPD.

The geometry in XYZ format:
```
15
C5H5NO2S2 (ωB97M-V/def2-TZVPD)
C -1.298 1.221 -0.522
C -2.453 0.364 -0.068
C -0.705 -1.256 -0.226
C 0.071 -0.052 0.102
C 2.891 0.196 0.470
N -2.039 -0.939 -0.178
O -3.540 0.757 0.289
O -0.246 -2.275 -0.730
S -0.861 2.582 -1.161
S 1.563 0.153 -0.889
H 0.142 0.237 1.050
H 2.538 -0.572 1.139
H 2.985 1.227 0.833
H 3.673 -0.067 -0.319
H -2.721 -1.577 0.211
```

Electronic energy   -1195.05750 hartree
Energy above the lowest of the compared OMol25 structures with the same formula, charge and spin   10.85 kcal per mole
Gap between HOMO and LUMO   7.3 eV
M   175.234 g mol⁻¹
Lowest unoccupied orbital energy   -1.40 eV



Below is an isolated molecule of C5H5NO3, with properties calculated with ωB97M-V/def2-TZVPD.

The geometry in XYZ format:
```
14
C5H5NO3 (ωB97M-V/def2-TZVPD)
O -2.872 1.871 -1.954
C -1.854 1.542 -2.336
C -0.752 1.067 -2.834
O 0.429 0.860 -2.075
N 0.150 0.746 -0.722
C 0.318 -0.337 0.175
C -0.218 0.648 1.293
C -0.549 1.556 0.085
O -1.088 2.625 -0.014
H -0.517 1.158 -3.849
H 1.334 -0.815 0.406
H -0.517 -1.124 0.100
H 0.419 1.042 2.095
H -0.894 0.083 1.905
```

Electronic energy   -473.83506 hartree
Energy above the lowest of the compared OMol25 structures with the same formula, charge and spin   96.41 kcal per mole
SMILES   O=C=CON1CCC1=O
Gap between HOMO and LUMO   9.1 eV
M   127.099 g mol⁻¹
Lowest unoccupied orbital energy   0.40 eV



Below is an isolated molecule of C5H5NO3S, with properties calculated with ωB97M-V/def2-TZVPD.

The geometry in XYZ format:
```
15
C5H5NO3S (ωB97M-V/def2-TZVPD)
C 0.281 2.099 -0.632
N 0.443 0.853 -0.784
C 0.548 -0.236 0.051
C -0.331 -0.644 0.970
S -1.885 0.092 1.282
C -2.707 -0.541 -0.198
O -3.833 -0.748 -0.360
C 1.801 -1.131 -0.082
O 1.783 -2.344 -0.005
O 2.965 -0.405 0.120
H 0.237 2.565 0.338
H 0.109 2.671 -1.538
H -0.206 -1.696 1.296
H -1.946 -1.023 -0.783
H 2.741 0.490 0.326
```

Electronic energy   -872.11931 hartree
Energy above the lowest of the compared OMol25 structures with the same formula, charge and spin   35.29 kcal per mole
SMILES   C=N/C(=C\SC=O)C(=O)O
Gap between HOMO and LUMO   9.1 eV
M   159.166 g mol⁻¹
Lowest unoccupied orbital energy   -0.41 eV



Below is an isolated molecule of C5H5NOS, with properties calculated with ωB97M-V/def2-TZVPD.

The geometry in XYZ format:
```
13
C5H5NOS (ωB97M-V/def2-TZVPD)
C -2.146 -0.482 0.041
C -0.623 -0.927 -0.100
C 0.546 -0.119 -0.157
O 1.772 -0.770 0.180
C 2.648 0.233 0.071
N 2.016 1.466 -0.083
C 0.711 1.275 -0.057
S -0.531 2.297 0.064
H -2.770 -1.455 -0.249
H -2.485 -0.094 1.022
H -2.262 0.524 -0.670
H -0.505 -1.943 0.058
H 3.628 -0.004 -0.122
```

Electronic energy   -721.59393 hartree
Energy above the lowest of the compared OMol25 structures with the same formula, charge and spin   78.89 kcal per mole
SMILES   C/C=C1/OC=NC1=S
Gap between HOMO and LUMO   7.1 eV
M   127.168 g mol⁻¹
Lowest unoccupied orbital energy   -1.39 eV



Below is an isolated molecule of C5H5NOS, with properties calculated with ωB97M-V/def2-TZVPD.

The geometry in XYZ format:
```
13
C5H5NOS (ωB97M-V/def2-TZVPD)
N -0.365 -2.283 -0.241
C 0.475 -1.351 -0.506
C 1.077 -0.030 -0.459
C 0.235 0.836 -1.495
O 0.427 1.180 -2.655
C -0.765 1.368 -0.389
C 0.182 0.584 0.644
S -0.453 -0.345 2.137
H 2.278 -0.260 -0.228
H -0.619 2.507 -0.127
H -1.713 1.098 -0.423
H 0.671 1.550 1.028
H -1.445 -1.288 1.713
```

Electronic energy   -721.55643 hartree
Energy above the lowest of the compared OMol25 structures with the same formula, charge and spin   102.42 kcal per mole
SMILES   N#C[C@H]1C(=O)C[C@H]1S
Gap between HOMO and LUMO   9.3 eV
M   127.168 g mol⁻¹
Lowest unoccupied orbital energy   -0.31 eV



Below is an isolated molecule of C5H5NOS, with properties calculated with ωB97M-V/def2-TZVPD.

The geometry in XYZ format:
```
13
C5H5NOS (ωB97M-V/def2-TZVPD)
S 2.074 -1.848 1.994
N 1.689 -1.441 0.460
C 0.763 -0.660 0.116
C 0.490 -0.282 -1.265
C -0.495 0.574 -1.584
C -1.261 1.190 -0.531
C -1.045 0.788 0.735
O -0.092 -0.137 1.072
H 1.034 -1.328 2.720
H 1.140 -0.766 -1.997
H -0.731 0.816 -2.626
H -2.015 1.955 -0.697
H -1.550 1.139 1.602
```

Electronic energy   -721.65829 hartree
Energy above the lowest of the compared OMol25 structures with the same formula, charge and spin   38.50 kcal per mole
SMILES   S/N=c1/cccco1
Gap between HOMO and LUMO   8.1 eV
M   127.168 g mol⁻¹
Lowest unoccupied orbital energy   0.36 eV



Below is an isolated molecule of C5H5NS, with properties calculated with ωB97M-V/def2-TZVPD.

The geometry in XYZ format:
```
12
C5H5NS (ωB97M-V/def2-TZVPD)
C 2.517 -1.580 0.065
C 1.980 -0.546 -0.173
C 1.343 0.729 -0.501
N 0.865 1.589 0.593
C -0.148 0.936 -0.267
C -0.928 -0.179 0.273
S -2.455 -0.498 -0.065
H 3.014 -2.479 0.295
H 1.790 1.290 -1.330
H 0.949 1.148 1.508
H -0.722 1.568 -0.970
H -0.387 -0.844 1.000
```

Electronic energy   -646.33447 hartree
Energy above the lowest of the compared OMol25 structures with the same formula, charge and spin   74.27 kcal per mole
SMILES   C#C[C@@H]1N[C@@H]1C=S
Gap between HOMO and LUMO   8.6 eV
M   111.169 g mol⁻¹
Lowest unoccupied orbital energy   -0.35 eV



Below is the ion C5H5NS2 with charge -2, with properties calculated with ωB97M-V/def2-TZVPD.

The geometry in XYZ format:
```
13
C5H5NS2 (ωB97M-V/def2-TZVPD)
C -1.231 -1.437 0.138
C 0.064 -0.954 -0.108
C -2.353 -0.672 0.498
C -0.616 1.400 -0.141
C 1.791 0.609 -0.102
N 0.335 0.438 -0.098
S -3.963 -0.805 0.067
S -0.061 2.976 -0.065
H -1.466 -2.410 -0.101
H 1.001 -1.470 0.096
H 1.834 1.777 -0.193
H 2.278 0.469 0.837
H 2.388 0.078 -0.829
```

Electronic energy   -1044.43255 hartree
Energy above the lowest of the compared OMol25 structures with the same formula, charge and spin   89.56 kcal per mole
Gap between HOMO and LUMO (alpha / beta)   4.0 / 3.9 eV
M   143.236 g mol⁻¹
Net charge   -2
Lowest unoccupied orbital energy (alpha / beta)   5.90 / 5.89 eV



Below is an isolated molecule of C5H5NS2, with properties calculated with ωB97M-V/def2-TZVPD.

The geometry in XYZ format:
```
13
C5H5NS2 (ωB97M-V/def2-TZVPD)
C -0.001 1.555 -0.567
C 0.143 0.290 -0.018
C 1.601 -0.231 0.581
C 1.898 -1.648 -0.029
N 2.601 -2.444 -0.481
S -1.139 -0.938 -0.375
C -2.659 -0.226 0.113
S -4.044 -1.270 -0.066
H 1.013 2.202 -0.742
H -0.856 1.605 -1.187
H 2.532 0.579 0.210
H 1.376 -0.183 1.757
H -2.465 0.709 0.803
```

Electronic energy   -1044.49566 hartree
Energy above the lowest of the compared OMol25 structures with the same formula, charge and spin   87.63 kcal per mole
SMILES   C=C(CC#N)SC=S
Gap between HOMO and LUMO   8.0 eV
M   143.236 g mol⁻¹
Lowest unoccupied orbital energy   -1.01 eV



Below is the ion C5H5O3S with charge -1, with properties calculated with ωB97M-V/def2-TZVPD.

The geometry in XYZ format:
```
14
C5H5O3S (ωB97M-V/def2-TZVPD)
O -2.590 -1.584 0.728
C -1.697 -0.819 0.343
C -1.987 0.525 0.017
C -1.179 1.565 -0.017
S 0.506 1.827 -0.283
C 1.285 0.365 -0.669
C 2.018 -0.371 0.180
O 2.179 -0.318 1.398
O 2.708 -1.437 -0.468
H -0.672 -1.110 0.153
H -3.040 0.745 0.108
H -1.679 2.520 -0.273
H 1.022 -0.093 -1.607
H 3.126 -1.815 0.389
```

Electronic energy   -817.44375 hartree
Energy above the lowest of the compared OMol25 structures with the same formula, charge and spin   24.41 kcal per mole
SMILES   O=C/C=C\S/C=C(\[O-])O
Gap between HOMO and LUMO   6.9 eV
M   145.159 g mol⁻¹
Net charge   -1
Lowest unoccupied orbital energy   3.33 eV



Below is an isolated molecule of C5H5OPS, with properties calculated with ωB97M-V/def2-TZVPD.

The geometry in XYZ format:
```
13
C5H5OPS (ωB97M-V/def2-TZVPD)
C -3.862 -1.327 0.258
C -2.750 -1.334 -0.181
C -0.364 -0.959 -1.159
C -1.501 -1.199 -0.732
C 1.189 0.712 0.305
O 0.183 -1.546 1.667
P 0.862 -1.157 0.424
S 2.310 -2.137 -0.387
H -4.846 -1.365 0.618
H 0.137 -1.095 -2.101
H 0.245 1.247 0.410
H 1.872 0.820 1.266
H 1.465 1.122 -0.643
```

Electronic energy   -1008.15193 hartree
Energy above the lowest of the compared OMol25 structures with the same formula, charge and spin   28.22 kcal per mole
Gap between HOMO and LUMO (alpha / beta)   6.6 / 6.6 eV
M   144.135 g mol⁻¹
Lowest unoccupied orbital energy (alpha / beta)   -2.20 / -2.20 eV



Below is a structure of composition C5H5OYb, with properties calculated with ωB97M-V/def2-TZVPD.

The geometry in XYZ format:
```
12
C5H5OYb (ωB97M-V/def2-TZVPD)
C 0.037 1.389 -0.029
C 0.143 0.664 -1.210
H -0.358 1.483 0.983
H 0.644 2.300 0.002
H 0.814 1.114 -1.951
H -0.093 -0.217 -1.807
C -1.770 -0.591 0.109
C -1.110 -1.651 0.734
H -2.664 -0.257 0.661
C 0.047 -2.042 1.049
O 1.293 -1.859 1.063
Yb 3.016 -0.333 0.397
```

Electronic energy   -1426.87344 hartree
Energy above the lowest of the compared OMol25 structures with the same formula, charge and spin   76.22 kcal per mole
Gap between HOMO and LUMO   3.8 eV
M   254.134 g mol⁻¹
Net charge   +1
Lowest unoccupied orbital energy   -6.17 eV



Below is a cluster of 2 separate species, C5H6 in total, with properties calculated with ωB97M-V/def2-TZVPD.

The geometry in XYZ format:
```
11
C5H6 (ωB97M-V/def2-TZVPD)
C 1.639 0.909 0.025
C 0.683 0.042 0.173
C -2.413 0.424 0.048
C -1.713 -0.650 0.043
C 2.063 -0.554 -0.022
H 1.977 1.908 -0.226
H -3.567 0.309 -0.027
H -1.828 1.387 0.065
H -1.810 -1.669 -0.103
H 2.409 -1.100 -0.875
H 2.561 -1.007 0.898
```

Electronic energy   -193.82879 hartree
Energy above the lowest of the compared OMol25 structures with the same formula, charge and spin   157.94 kcal per mole
Gap between HOMO and LUMO (alpha / beta)   8.1 / 8.5 eV
M   66.103 g mol⁻¹
Lowest unoccupied orbital energy (alpha / beta)   -0.49 / -0.23 eV



Below is an isolated molecule of C5H6, with properties calculated with ωB97M-V/def2-TZVPD.

The geometry in XYZ format:
```
11
C5H6 (ωB97M-V/def2-TZVPD)
C 1.509 1.926 -0.774
C 0.928 1.002 -0.272
C 0.323 -0.113 0.455
C -1.158 -0.272 0.463
C -0.315 -1.284 -0.234
H 1.967 2.606 -1.538
H 0.756 -0.139 1.434
H -1.543 -0.674 1.413
H -1.791 0.507 -0.045
H -0.261 -1.347 -1.323
H -0.413 -2.213 0.422
```

Electronic energy   -193.99794 hartree
Energy above the lowest of the compared OMol25 structures with the same formula, charge and spin   51.80 kcal per mole
SMILES   C#CC1CC1
Gap between HOMO and LUMO   10.6 eV
M   66.103 g mol⁻¹
Lowest unoccupied orbital energy   1.13 eV